Here is a structure of composition C4H24NO8S from OMol25. Energies are from ωB97M-V/def2-TZVPD.

As for the charge: -1. The orbital gap comes out at 7.25 eV. For the HOMO energy, the calculation gives -4.29 eV.

```
38
Properties=species:S:1:pos:R:3:forces:R:3:lowdin_charge:R:1
C -2.0846 2.0590 0.9353 -0.1 1.3 0.7 -0.134
N -1.3693 1.1801 0.0451 0.4 0.4 0.0 -0.099
C -0.0222 0.8090 0.5544 -0.8 -2.3 -0.9 -0.377
C 0.1158 -0.6686 0.1502 1.6 -0.1 0.3 -0.623
S 1.6908 -1.5306 0.6265 0.1 0.3 0.2 0.353
C 1.1325 1.6059 -0.0038 0.1 1.2 1.0 -0.259
O 2.2117 1.6416 0.9202 0.5 0.0 -0.1 -0.117
H -1.5584 2.9960 1.1966 0.3 -0.1 -0.1 0.075
H -3.0321 2.4313 0.5372 -0.1 -0.5 -0.3 0.074
H -2.2886 1.6033 1.9068 -0.1 -0.4 -0.2 0.079
H -1.2135 1.6349 -0.8580 -0.2 -0.1 0.2 0.077
H -0.0344 0.7532 1.6393 0.1 0.8 0.2 0.123
H 0.2089 -0.6942 -0.9288 -0.9 -0.1 -0.4 0.030
H -0.7037 -1.2367 0.5717 -0.2 0.0 -0.3 0.013
H 2.4548 0.7103 1.0885 -0.2 -0.2 0.0 -0.013
H 1.4953 1.3062 -0.9889 -0.4 -0.5 0.1 0.072
H 0.7960 2.6378 -0.1169 0.1 0.2 0.0 0.122
H -0.2504 -2.8772 -1.0465 0.1 -0.2 -0.1 -0.007
H -1.1967 -3.3757 -0.0335 -0.3 -0.2 0.0 0.030
O -1.0610 -3.4067 -0.9908 0.3 0.2 0.2 -0.082
H -1.4665 -2.0131 3.0134 -0.4 0.0 -0.2 -0.002
H -2.3895 -1.8975 1.7850 -0.2 0.0 -0.1 -0.008
O -2.2558 -2.4080 2.5948 0.4 0.1 0.1 -0.080
H 0.7325 -1.8582 3.1049 0.7 0.6 -0.6 -0.019
H 0.7291 -0.3130 3.5271 0.5 -0.2 -0.5 0.025
O 0.2782 -1.1538 3.5795 -1.2 -0.4 1.0 -0.096
H -0.8635 1.6629 -3.2054 0.3 -0.2 -0.1 0.053
H 0.5814 1.6145 -2.6048 0.1 -0.4 -0.5 0.002
O -0.2822 2.0484 -2.5453 -0.4 0.5 0.1 -0.060
H -2.6581 -1.6706 -1.1319 -0.1 -0.3 0.3 0.019
H -2.4478 -0.4371 -0.2974 -0.1 0.3 0.2 -0.011
O -3.0588 -1.1960 -0.3894 0.1 0.1 -0.3 -0.093
H 3.3789 0.6208 -1.1447 0.5 0.1 0.9 0.054
H 4.0480 -0.7273 -1.2122 -0.3 -0.2 0.0 0.072
O 3.8664 0.0502 -1.7547 2.7 0.2 2.2 0.002
H 2.8327 0.2695 -2.4794 -0.3 -0.7 -1.2 -0.138
H 1.5894 -0.4856 -2.9227 0.1 0.2 -0.1 0.042
O 2.0950 0.3154 -3.1214 -2.8 0.4 -1.6 -0.097
```
Forces are in eV/Å.

=====

Here is a cluster of 9 separate species, C4H24NO9S in total from OMol25. Energies are from ωB97M-V/def2-TZVPD.

As for the charge: -1. The orbital gap comes out at 6.30 eV. For the HOMO energy, the calculation gives -3.88 eV.

```
39
Properties=species:S:1:pos:R:3:forces:R:3:lowdin_charge:R:1
O -2.3952 3.0937 -0.6747 -0.7 -0.1 0.3 0.028
C -2.0485 1.9314 -0.5289 1.9 0.4 -1.8 -0.543
N -0.7394 1.6940 -0.1685 0.9 -0.1 -0.2 0.032
C -0.3127 0.5020 0.5826 -1.1 1.4 1.5 -0.273
C -0.9663 0.6050 1.9816 -1.2 -2.4 0.2 -0.606
S -1.6132 -1.1149 2.4325 0.0 0.8 0.0 0.293
C -2.8589 0.7706 -1.0315 -1.3 0.0 1.2 0.004
H -0.3004 2.5411 0.1699 -0.1 0.0 0.1 0.101
H -0.6698 -0.3742 0.0693 0.2 -0.2 0.1 0.030
H 0.7555 0.4440 0.7924 0.2 0.2 -0.9 0.093
H -0.3619 0.9177 2.8282 0.3 0.4 -0.4 0.016
H -1.8435 1.2474 1.9662 0.1 0.2 -0.1 0.042
H -2.8284 -0.0411 -0.2961 -0.2 0.0 -0.1 0.066
H -2.6866 0.3460 -2.0172 0.7 0.4 -0.1 0.073
H -3.8609 1.2050 -1.0600 -0.2 -0.4 0.0 0.085
H -0.8420 -3.4379 2.3091 0.1 0.5 -0.1 -0.035
H 0.6476 -3.1901 2.1823 -0.2 0.2 0.1 0.017
O -0.0904 -3.5971 1.7234 0.6 -1.4 0.1 -0.142
H 2.1049 2.3835 1.5655 -0.2 -0.1 0.1 0.015
H 1.8196 3.5513 0.6991 -0.1 0.2 0.1 0.041
O 1.4661 3.1105 1.4808 0.4 -0.1 -0.2 -0.060
H 1.3202 -1.2286 3.2582 0.2 -0.4 0.5 -0.005
H 0.9987 0.1078 3.5412 0.1 0.4 0.7 -0.016
O 1.5947 -0.5618 3.9081 -0.2 0.0 -1.0 -0.090
H 3.4767 0.2938 0.2880 0.2 0.0 0.6 0.047
H 2.9567 1.3925 -0.5106 0.0 0.5 -0.1 0.008
O 3.4205 1.2571 0.3339 -0.3 -0.5 -0.6 -0.067
H -0.9398 -2.5643 -2.4639 -0.3 0.1 -0.4 0.038
H -1.1521 -1.2280 -2.0467 -0.4 0.4 -0.2 0.002
O -1.3329 -1.7498 -2.8415 0.4 -0.1 0.2 -0.094
H -1.0508 -2.4846 -0.0382 0.2 0.1 0.3 0.019
H 0.2738 -3.1674 -0.2149 -0.1 0.0 0.3 0.034
O -0.3164 -2.5617 -0.6725 0.1 -0.3 -0.3 -0.104
H 1.6939 -1.3981 -2.8736 0.2 -0.4 -0.2 0.026
H 0.3721 -1.1913 -3.5105 -0.1 -0.4 -0.5 0.006
O 1.3071 -1.3468 -3.7577 0.0 0.6 0.7 -0.073
H 1.0827 1.7149 -2.1683 0.0 0.0 0.1 0.035
H 1.9279 0.6164 -2.8026 0.0 0.3 -0.2 0.011
O 1.9916 1.5118 -2.4345 -0.1 -0.2 0.3 -0.055
```
Forces are in eV/Å.

=====

Here is a cluster of 10 separate species, C4H24O12 in total from OMol25. Energies are from ωB97M-V/def2-TZVPD.

As for the charge: 0. The orbital gap comes out at 10.43 eV. For the HOMO energy, the calculation gives -10.50 eV.

```
40
Properties=species:S:1:pos:R:3:forces:R:3:lowdin_charge:R:1
O -0.0201 -2.8183 -0.6575 0.3 0.2 1.1 0.129
C -1.1648 -2.4862 -0.5604 -0.9 -1.7 -3.1 -0.509
O -1.7418 -1.7239 -1.5465 -0.9 0.8 0.1 0.057
C -2.3103 -3.0189 0.2750 1.5 1.8 1.1 -0.062
C -2.3620 -1.9843 1.4964 0.1 -2.4 -1.0 -0.101
C -3.3412 -0.9146 1.1978 -0.3 1.2 -0.1 -0.273
O -3.7241 -0.0588 1.9538 0.1 -0.4 0.2 0.067
H -1.2375 -1.5970 -2.3603 0.9 -0.1 0.5 0.118
H -3.2154 -2.9966 -0.3186 -0.1 0.0 0.1 0.116
H -2.0987 -4.0117 0.6494 0.2 -0.1 -0.1 0.122
H -1.3777 -1.5254 1.6247 0.0 -0.1 0.3 0.094
H -2.5186 -2.7061 2.2950 -0.4 1.1 0.9 0.128
H -3.6085 -0.8201 0.1232 -0.2 -0.3 0.1 0.128
H 1.6084 -0.8334 3.0483 -0.2 0.2 0.3 0.044
H 1.3593 -1.6241 1.8429 -0.2 -0.1 -0.2 0.008
O 0.8689 -1.2582 2.6004 0.5 -0.1 -0.5 -0.063
H 1.1274 0.1472 -3.6115 0.4 -0.2 -0.1 0.067
H 0.2920 1.1180 -2.8225 -0.2 -0.2 0.5 0.040
O 0.9521 0.4052 -2.7029 0.0 0.1 -0.9 -0.064
H 1.1599 3.9716 2.0034 0.1 -0.1 0.0 0.054
H 0.8344 2.6567 1.2525 -0.3 -0.1 0.4 -0.003
O 0.6714 3.6050 1.2602 0.1 0.2 -0.3 -0.042
H 2.2254 3.9012 -1.9306 0.1 0.4 -1.1 0.038
H 1.1175 4.0797 -1.1186 -1.1 0.6 0.0 0.007
O 1.3316 4.2700 -2.0493 1.0 -1.0 1.3 -0.065
H 3.6646 1.5848 0.6833 0.2 -0.4 -0.2 -0.014
H 4.7409 0.5068 0.9656 -0.2 -0.1 -0.1 0.022
O 4.5068 1.4235 1.1282 0.2 0.4 0.3 -0.070
H 1.9730 0.9458 -1.4356 0.2 -0.4 0.1 0.020
H 1.5392 1.7571 -0.2794 0.0 -0.1 0.3 0.011
O 2.1584 1.0438 -0.4755 -0.2 0.5 -0.3 -0.072
H 2.6049 -2.5249 -0.1712 -0.1 0.1 -0.2 0.038
H 2.7742 -0.9808 -0.3427 -0.3 -0.1 0.1 0.012
O 2.8928 -1.7188 0.2672 0.1 -0.1 0.4 -0.052
H -0.3223 0.3202 0.5742 -0.2 -0.2 0.9 0.045
H -1.3359 1.3443 1.3473 0.0 -0.6 0.2 0.076
O -0.6889 1.2070 0.6500 0.4 0.5 -1.0 -0.034
H -1.8806 0.5266 -2.2900 -0.3 0.3 -0.8 0.031
H -1.2019 1.1120 -1.2065 0.2 1.3 -0.1 0.019
O -1.4142 1.3614 -2.1373 -0.4 -1.0 1.0 -0.064
```
Forces are in eV/Å.

=====

Here is a cluster of 8 separate species, C4H25N2O8 in total from OMol25. Energies are from ωB97M-V/def2-TZVPD.

Its multiplicity is 2. As for the charge: 0. The orbital gap (alpha / beta) comes out at 2.71 / 10.81 eV. For the HOMO energy (alpha / beta), the calculation gives -2.38 / -10.63 eV. Its expectation value of S² is 0.75.

```
39
Properties=species:S:1:pos:R:3:forces:R:3:mulliken_spin:R:1
O 2.0288 0.2527 1.2943 0.5 -0.7 0.5 -0.121
C 1.5487 0.1210 0.1802 -1.4 1.9 -1.2 0.336
N 1.8498 -0.7012 -0.8115 -0.3 0.7 0.2 0.245
C 0.4456 1.1756 -0.2543 2.6 -1.2 -1.0 0.647
N 0.2058 1.9679 0.9456 -1.8 0.1 0.4 -0.005
C -0.1210 2.6630 -2.2609 0.1 1.0 1.9 0.152
C 0.9982 2.0255 -1.3915 0.7 0.3 -1.9 -0.067
H 1.3128 -0.6658 -1.6724 -0.1 -0.2 0.0 -0.020
H 2.5511 -1.3748 -0.6724 0.8 -1.0 0.1 -0.053
H -0.3359 0.5839 -0.7223 -0.7 0.2 0.8 -0.048
H -0.5776 1.6105 1.6048 0.9 -0.2 -1.4 -0.029
H -0.0761 2.9080 0.6978 0.4 0.4 0.1 0.052
H 1.0147 1.8807 1.5669 0.5 0.3 -0.3 -0.032
H -1.0306 2.1940 -1.8900 -0.4 0.0 -0.7 -0.008
H 0.0115 2.5779 -3.3308 0.0 -0.3 0.0 0.005
H -0.2082 3.7278 -2.0194 -0.2 0.0 -0.2 -0.024
H 1.5298 1.4550 -2.1550 -0.2 -0.9 0.6 -0.055
H 1.8369 2.6824 -1.1304 -0.6 0.4 0.6 -0.024
H -2.1140 0.6579 0.2237 -0.4 -0.9 -0.2 0.072
H -1.8154 -0.4406 1.4092 -0.3 0.2 -0.2 0.036
O -1.8618 0.4997 1.1347 -0.4 0.7 0.8 -0.083
H 0.3059 -0.5334 -4.0239 -0.5 -0.1 -0.1 0.156
H -0.9870 -0.4473 -3.0898 -0.1 -0.3 -0.3 0.227
O -0.0255 -0.3670 -3.1340 0.7 0.3 0.4 -0.627
H -1.0923 -2.2417 1.7002 0.4 0.2 0.2 0.117
H -1.8913 -2.3049 2.9719 -0.1 0.4 0.1 -0.002
O -1.3744 -1.6654 2.4571 -0.1 -1.0 -0.1 0.147
H -2.3499 -1.7684 -0.3631 0.1 -0.2 -0.1 0.095
H -2.6754 -1.7892 -1.8558 0.0 -0.2 -0.1 0.106
O -2.4896 -1.1848 -1.1248 -0.1 0.5 0.0 -0.104
H -1.3075 1.1860 3.4875 -0.4 -0.1 -0.1 -0.006
H 0.1300 0.9382 3.8276 0.1 0.2 -0.2 0.009
O -0.4399 1.5830 3.3822 0.1 -0.2 1.0 0.029
H 2.7189 -3.2109 1.7023 -0.1 0.0 0.0 0.035
H 1.9346 -1.8725 1.6835 0.3 0.0 0.1 0.004
O 2.3255 -2.5556 1.1160 0.2 -0.3 0.2 -0.013
H 0.7255 -2.9693 0.3414 -0.5 0.6 0.6 0.107
H -0.4379 -3.6871 -0.1955 -0.8 0.3 0.1 0.147
O -0.2628 -2.9106 0.3707 0.9 -1.0 -0.8 -0.402
```
Forces are in eV/Å.

=====

So what do the calculations give for calculated total energy? Going down the list: -33244.410, -35292.403, -29107.278, -23911.490 eV.
So what do the calculations give for relative energy (zero: lowest compared OMol25 entry of this formula, charge and spin)? Going down the list: 151.0, 168.4, 219.3, 129.7 kJ/mol.